Entry from the Open Molecules 2025 dataset: a molecular structure, C68H167F12N13O21SrZn (ωB97M-V/def2-TZVPD).

```
283
Properties=species:S:1:pos:R:3:forces:R:3:mulliken_charge:R:1
Sr 0.613 -2.381 -3.222 -2.67 0.13 0.18 1.3110
Zn -1.044 -4.174 -0.418 -1.03 0.54 -1.48 5.0023
C 0.664 -6.104 -1.720 -3.43 2.52 -0.07 -0.1954
O -0.110 -6.355 -0.537 0.71 -2.53 -0.06 -0.7091
O 0.428 -4.678 -1.768 1.99 -2.00 -0.86 -0.2204
C 2.041 -6.763 -1.763 1.05 0.46 2.83 0.2638
F 2.825 -6.280 -2.750 -0.75 -1.39 0.17 -0.1671
F 2.719 -6.438 -0.612 -0.18 -0.69 -0.62 -0.2040
F 1.937 -8.179 -1.772 0.48 2.87 -0.68 -0.2949
C -0.601 -7.700 -0.327 -0.45 -0.33 2.98 -0.6453
C -1.312 -7.698 1.094 -0.34 0.48 -1.46 -0.6920
H -0.775 -7.277 1.944 0.49 -0.09 -0.27 0.1030
H -2.196 -7.079 0.947 -0.16 0.08 0.24 -0.0822
H -1.668 -8.696 1.349 0.16 -0.09 -0.09 0.5776
H 0.172 -8.466 -0.260 0.41 0.39 -0.38 0.3588
H -1.371 -8.072 -1.003 0.13 0.65 -0.64 0.2667
H 0.190 -6.644 -2.540 -0.61 0.18 -0.54 0.1510
C -1.129 -0.878 -0.374 2.52 -3.23 -1.57 0.4602
O 0.181 -0.637 0.219 -0.92 0.91 -0.44 0.0019
O -0.904 -2.121 -1.090 -1.03 1.69 1.55 0.4933
C -2.196 -0.896 0.748 -1.09 -0.60 -2.93 -1.2679
F -3.240 -1.703 0.531 -0.27 -1.18 -0.74 -0.2104
F -1.706 -1.271 1.870 1.37 -0.31 3.05 -0.4069
F -2.786 0.280 0.851 0.17 2.00 0.60 0.1202
C 0.422 0.648 0.790 0.59 0.78 0.06 0.4550
C 1.815 1.197 0.362 -1.39 -0.74 0.27 -0.3702
H 1.682 1.509 -0.674 0.49 -0.20 -0.02 -0.3738
H 2.016 2.113 0.919 0.32 -0.28 0.27 0.5447
H 2.542 0.391 0.461 0.40 0.40 -0.02 -0.3228
H 0.248 0.586 1.864 0.46 0.04 0.11 0.1254
H -0.202 1.477 0.456 -0.98 -0.45 -0.30 -0.2678
H -1.365 -0.095 -1.094 -0.18 0.28 0.04 -0.3431
C -4.112 -5.207 -0.428 2.91 2.58 0.73 -0.5884
O -3.712 -5.132 0.947 -3.79 -1.52 2.00 -0.2158
O -2.892 -4.804 -0.993 -1.55 -1.57 -1.11 -1.1067
C -4.961 -6.448 -0.863 1.51 -0.39 -0.58 0.4731
F -4.757 -6.633 -2.191 0.67 -0.87 0.47 -0.1804
F -4.767 -7.566 -0.106 0.49 0.02 -1.02 -0.2657
F -6.265 -6.240 -0.811 -1.01 0.69 0.78 -0.2936
C -4.768 -5.619 1.965 1.75 1.00 0.03 -0.5638
C -4.556 -4.788 3.252 0.38 -0.63 -1.41 -0.9572
H -4.974 -3.802 3.047 -0.13 0.00 0.31 0.2281
H -5.078 -5.307 4.055 0.22 0.33 0.28 0.4524
H -3.486 -4.647 3.406 -0.01 -0.24 0.51 0.0185
H -4.592 -6.693 2.032 -0.02 0.15 0.47 0.3062
H -5.830 -5.453 1.789 0.10 0.02 -1.31 0.3137
H -4.897 -4.477 -0.621 -0.07 0.85 0.04 0.0771
C -2.399 -0.370 -4.805 1.48 -2.20 2.63 0.3807
O -3.177 -1.621 -4.584 -1.92 0.63 -1.19 -0.0667
O -1.139 -0.876 -4.550 -0.04 1.99 -1.57 -0.8800
C -2.805 0.480 -6.128 1.90 -2.32 1.72 0.6114
F -2.745 -0.287 -7.192 2.02 -0.78 -1.87 -0.2785
F -4.048 0.783 -6.142 -3.36 1.79 1.39 -0.2821
F -2.093 1.635 -6.247 0.07 -0.74 -0.14 -0.2234
C -4.524 -1.597 -4.041 0.93 0.02 0.55 -1.0307
C -4.546 -2.183 -2.621 -0.44 0.04 -0.43 0.0208
H -5.559 -2.015 -2.257 -0.24 -0.11 0.23 0.2980
H -4.411 -3.261 -2.709 0.24 -0.02 0.29 0.0174
H -3.862 -1.796 -1.865 0.24 0.13 -0.41 -0.2065
H -5.189 -2.256 -4.599 0.20 -0.01 -0.57 0.3954
H -5.002 -0.618 -4.078 0.35 0.34 -0.03 0.3646
H -2.695 0.215 -3.934 -0.40 0.97 -0.10 -0.6140
C 4.449 -4.114 -5.308 2.53 0.49 -1.70 -1.5889
C 3.354 -3.880 -4.420 -2.05 1.59 2.29 0.8365
C 3.836 -3.040 -3.136 -0.66 -2.24 -1.88 -1.0426
O 2.773 -2.783 -2.187 2.07 -0.91 -2.66 0.8805
C 3.287 -2.003 -1.187 -0.47 1.57 2.48 -0.6753
N 2.305 -3.118 -5.125 -0.92 -0.43 -0.53 0.0075
H 5.352 -4.389 -4.763 0.15 -0.38 -0.37 0.3710
H 4.635 -3.163 -5.807 0.61 0.33 0.10 0.4481
H 4.247 -4.735 -6.180 -0.10 -0.66 0.44 0.4094
H 2.931 -4.821 -4.066 -0.26 0.43 -0.05 -0.1057
H 4.351 -2.164 -3.532 -0.34 0.53 0.36 0.5555
H 4.613 -3.702 -2.753 -0.01 0.16 0.84 0.2886
H 3.835 -1.121 -1.517 0.28 -0.18 -0.30 0.0240
H 3.870 -2.554 -0.450 0.33 -0.20 -0.20 0.3808
H 2.428 -1.598 -0.651 -0.10 0.03 0.15 -1.0678
H 2.639 -2.474 -5.828 1.05 0.98 0.56 0.1113
H 1.913 -3.717 -5.838 -0.88 -0.95 0.32 0.0883
C -3.065 -5.186 -5.674 0.74 -0.09 -1.23 -1.6033
C -1.620 -5.224 -4.988 -1.24 -0.81 0.04 0.8088
C -0.511 -6.005 -5.687 -1.68 -0.77 -0.34 -0.6545
O -0.692 -5.855 -7.071 0.46 0.09 -0.60 -0.3477
C 0.125 -6.684 -7.847 0.50 0.36 -1.43 -0.9128
N -1.158 -3.866 -4.772 -0.93 -0.25 -0.12 0.9492
H -3.059 -4.710 -6.655 0.63 -0.04 -0.31 0.3897
H -3.824 -4.558 -5.207 0.40 -0.11 1.04 0.2763
H -3.534 -6.150 -5.871 0.27 -0.27 0.36 0.4990
H -1.886 -5.709 -4.049 0.69 0.12 0.46 -0.0630
H -0.664 -7.057 -5.443 0.42 -0.34 0.17 0.5979
H 0.494 -5.669 -5.431 0.06 0.04 0.52 0.0282
H 0.308 -6.194 -8.803 -0.52 0.22 -0.24 0.3250
H -0.306 -7.652 -8.102 -0.20 -0.19 0.46 0.3157
H 1.164 -6.815 -7.545 0.01 -0.13 1.03 0.3043
H -2.071 -3.497 -4.546 0.12 1.61 0.96 -0.9245
H -1.136 -3.527 -5.723 0.58 0.70 -0.46 0.2240
C 2.614 6.393 3.614 -0.23 0.25 0.60 -1.3955
C 1.589 7.449 3.246 -0.40 0.90 0.60 0.9298
C 1.041 8.302 4.447 0.32 -2.14 0.38 -0.9679
O 0.025 9.135 4.044 -0.41 2.05 -2.07 -0.3207
C -0.442 10.073 4.993 1.36 -0.62 0.76 -0.7950
N 2.146 8.266 2.167 -0.52 0.54 -0.09 -0.7252
H 2.992 5.910 2.713 -0.08 -0.02 0.05 0.3851
H 2.205 5.648 4.297 -0.06 -0.11 -0.10 0.2418
H 3.443 6.865 4.140 0.24 0.02 -0.05 0.4799
H 0.658 6.970 2.942 0.13 -0.15 -0.77 -0.1179
H 1.855 8.762 5.008 0.10 0.52 0.03 0.4531
H 0.499 7.610 5.091 0.65 -0.69 0.71 0.3686
H -1.053 9.509 5.698 -0.64 0.53 0.08 0.3043
H -0.843 10.996 4.576 -0.62 -0.65 -0.45 0.2673
H 0.410 10.441 5.565 0.29 0.00 0.29 0.3294
H 3.081 8.601 2.348 0.50 -0.59 0.39 0.2526
H 1.656 9.149 2.172 -0.67 0.11 -0.38 0.2812
C 5.636 1.081 2.163 1.91 1.17 -0.33 -1.0368
C 6.650 0.532 1.137 -0.38 0.90 1.11 0.7601
C 8.182 0.597 1.413 -0.97 0.41 -0.59 -0.9934
O 8.827 0.169 0.167 -0.22 0.48 1.13 -0.3561
C 10.233 0.359 0.248 -0.28 0.18 -0.03 -0.7655
N 6.336 -0.825 0.874 0.39 -1.38 -1.16 -0.2615
H 4.626 0.809 1.855 0.12 -0.04 0.24 -0.2200
H 5.796 2.155 2.069 -0.66 0.35 0.27 0.5729
H 5.899 0.860 3.197 -0.33 -0.46 -0.06 0.2569
H 6.454 1.127 0.244 0.23 -0.10 -0.34 0.0052
H 8.417 -0.092 2.224 0.16 -0.13 0.04 0.3287
H 8.459 1.607 1.717 0.42 0.20 -0.27 0.5287
H 10.646 -0.189 1.095 0.11 0.07 0.18 0.3045
H 10.424 1.428 0.337 0.28 0.09 0.23 0.3122
H 10.742 0.017 -0.653 -0.42 -0.16 -0.11 0.2379
H 6.414 -1.361 1.727 -0.19 0.12 0.54 -0.1034
H 7.228 -1.025 0.445 -0.18 -1.52 -1.06 0.4031
C -5.677 5.308 3.684 -1.43 -0.62 1.44 -1.6025
C -5.734 4.477 2.465 -0.05 -0.63 -0.87 0.3889
C -6.135 5.325 1.236 0.63 -0.85 0.70 -0.1779
O -7.537 5.470 1.267 -0.72 -0.39 -0.36 -0.3935
C -8.134 5.535 -0.028 1.00 1.37 -0.61 -0.7587
N -4.431 3.802 2.343 -0.82 0.86 -1.08 0.5810
H -6.622 5.836 3.815 0.27 0.75 -0.28 0.4629
H -4.769 5.904 3.773 -0.22 0.14 0.04 0.3873
H -5.781 4.576 4.485 0.79 0.16 0.56 0.3002
H -6.446 3.662 2.595 -0.45 0.22 -0.12 -0.0606
H -5.744 4.917 0.304 -0.40 -0.61 -0.29 -0.0329
H -5.541 6.233 1.339 -0.49 0.86 -0.02 0.2964
H -8.113 4.660 -0.677 0.33 -0.67 0.56 0.1751
H -7.529 6.290 -0.530 -0.20 0.19 -0.65 0.3829
H -9.158 5.906 -0.070 0.01 -0.06 0.90 0.3057
H -3.802 4.591 2.315 0.84 0.07 0.10 0.3218
H -4.466 3.523 1.373 0.59 -0.82 -0.38 -0.6209
C -8.651 -0.422 -1.129 -0.36 -0.57 1.80 -1.6448
C -7.946 0.848 -0.642 -3.42 -2.61 2.13 0.0288
C -7.111 0.630 0.653 -0.61 1.07 0.87 0.2864
O -7.886 0.162 1.842 1.44 0.79 -1.56 -0.4945
C -7.112 0.317 3.042 -0.95 -0.75 0.00 -0.2250
N -7.216 1.268 -1.714 3.53 2.00 -1.60 -0.1553
H -7.959 -1.261 -1.203 0.15 -0.04 -0.16 0.2320
H -9.133 -0.259 -2.094 -0.17 0.02 0.18 0.4827
H -9.359 -0.664 -0.337 -0.46 -0.50 -0.34 0.4246
H -8.784 1.505 -0.412 0.22 0.58 0.27 0.3705
H -6.709 1.613 0.899 -0.13 0.46 0.23 -0.0590
H -6.181 0.084 0.498 -0.20 -0.96 -0.15 0.1510
H -6.263 -0.367 3.066 0.34 0.26 -0.30 0.0833
H -7.745 -0.015 3.865 -0.27 -0.09 -0.10 0.4011
H -6.847 1.339 3.310 0.28 0.20 -0.58 -0.0035
H -6.458 0.601 -1.702 0.77 0.11 -0.87 -0.1995
H -7.689 1.144 -2.598 -0.15 0.02 0.06 0.2382
C -4.537 1.042 5.066 0.64 0.33 0.63 -0.9797
C -3.453 1.028 6.222 -0.11 -2.35 -2.85 0.1611
C -2.246 0.261 5.632 0.49 -0.59 0.50 -0.0840
O -1.349 -0.031 6.691 -0.76 1.73 0.15 -0.4673
C -0.294 -0.893 6.425 -0.85 -1.05 1.07 -0.7254
N -3.155 2.351 6.569 -0.01 2.05 1.07 -0.5512
H -5.546 1.232 5.433 0.00 -0.11 0.13 0.4940
H -4.527 0.144 4.448 -0.08 -0.18 0.32 0.1365
H -4.287 1.866 4.398 0.01 0.05 -0.01 0.0913
H -3.796 0.465 7.090 -0.07 -0.46 -0.09 0.5443
H -1.640 0.696 4.838 -0.36 1.07 -0.17 -0.3265
H -2.556 -0.661 5.140 -0.56 -0.44 0.33 0.5118
H -0.713 -1.842 6.759 0.62 -0.80 -0.19 0.3716
H 0.471 -0.612 7.149 0.53 -0.13 -0.59 0.3159
H -0.007 -1.015 5.380 0.32 0.55 -0.08 0.1478
H -3.844 2.594 7.266 -0.12 0.67 0.01 0.2570
H -2.273 2.502 7.037 0.31 -0.50 0.08 0.2100
C -3.687 2.258 -1.708 1.21 1.38 -1.28 0.4517
C -4.016 3.681 -2.320 -0.54 -1.50 0.19 0.8056
C -3.057 4.179 -3.451 -0.55 0.87 1.84 -0.4773
O -2.066 5.029 -2.789 0.48 -1.62 -0.16 -0.4768
C -0.838 4.322 -2.733 0.84 0.00 -0.95 -0.6362
N -5.381 3.673 -2.814 -1.32 0.71 -0.63 -0.6955
H -4.375 2.028 -0.894 0.25 -0.28 -0.13 -0.1352
H -2.629 2.190 -1.456 0.08 0.60 1.16 -0.2651
H -3.570 1.498 -2.481 -1.36 -0.22 -0.34 -0.3051
H -4.070 4.401 -1.503 1.11 0.16 0.10 -0.0520
H -3.549 4.834 -4.170 -0.40 -0.10 0.25 0.3786
H -2.685 3.326 -4.018 0.60 0.02 0.11 -0.0427
H -0.005 4.838 -2.256 -0.43 0.80 0.02 0.4256
H -0.561 4.130 -3.770 0.46 -0.06 -0.16 0.3563
H -0.783 3.342 -2.260 -0.96 -0.28 0.37 0.0764
H -6.050 3.010 -2.449 0.61 -1.06 0.26 0.3607
H -5.813 4.510 -2.450 -0.06 0.59 -0.52 0.3459
C -0.843 3.937 2.044 0.14 -1.45 -0.99 -0.9657
C -1.052 2.980 3.211 -1.58 1.41 1.79 2.8761
C 0.119 2.943 4.098 1.53 0.12 -0.79 -1.3694
O 1.141 2.331 3.311 0.21 0.60 1.49 0.0910
C 2.262 2.045 4.108 0.32 -1.29 -0.91 -0.4966
N -2.070 3.644 4.040 -0.81 0.70 0.27 -0.6798
H -0.084 3.653 1.315 0.18 -0.53 0.08 0.1703
H -0.521 4.934 2.344 -0.79 0.02 0.31 -0.3403
H -1.787 3.813 1.513 -0.07 1.08 -0.30 0.2299
H -1.471 1.995 3.008 0.70 -0.28 -0.87 -0.4840
H 0.002 2.498 5.086 -0.25 -0.80 -0.07 0.4290
H 0.402 3.969 4.337 0.10 0.39 -0.10 0.0330
H 2.895 2.861 4.456 -0.31 0.56 -0.16 0.2819
H 2.845 1.417 3.433 0.53 -0.10 0.33 -0.1228
H 1.966 1.444 4.968 0.01 -0.09 0.24 0.3113
H -3.001 3.450 3.699 -0.02 0.14 -0.44 -0.2005
H -2.168 3.328 4.994 0.57 -0.30 0.15 0.2756
C 1.550 -3.354 1.528 0.72 -0.01 0.71 -0.4816
C 0.609 -4.434 2.034 -0.37 0.53 0.67 0.9095
C 0.554 -4.552 3.588 0.71 -1.64 -1.16 -1.3554
O -0.563 -5.369 3.929 -0.32 -0.46 1.23 0.0430
C -0.432 -6.064 5.216 0.43 1.20 -0.32 -1.0023
N -0.749 -4.076 1.558 0.48 -0.38 0.39 0.9849
H 1.730 -3.464 0.459 -0.47 0.28 -0.02 -0.7840
H 2.541 -3.396 1.981 0.20 -0.54 0.23 0.5407
H 1.226 -2.358 1.832 -0.43 0.11 -0.54 -0.1643
H 0.935 -5.379 1.599 -0.39 -0.15 0.11 0.3425
H 0.619 -3.593 4.103 -0.36 0.17 0.11 0.3744
H 1.447 -5.141 3.795 0.41 0.22 0.55 0.3253
H 0.518 -6.597 5.259 -0.03 -0.24 -0.18 0.3322
H -1.262 -6.715 5.491 -0.12 -0.08 -1.01 0.2582
H -0.421 -5.356 6.045 0.17 0.46 -0.06 0.3119
H -0.955 -3.240 2.086 -0.40 0.50 -0.45 -0.4743
H -1.434 -4.741 1.887 -0.21 -0.49 0.23 -0.1267
C 1.585 1.959 -4.775 0.99 -0.38 -1.28 -1.3427
C 2.234 0.670 -4.201 0.08 0.44 -1.05 0.6827
C 3.729 0.831 -3.855 -2.90 0.10 0.06 -0.8630
O 3.603 1.874 -2.945 2.37 0.62 0.84 -0.0265
C 4.731 1.975 -2.059 -1.65 -0.05 0.73 -0.9944
N 1.385 0.249 -3.084 0.58 -0.52 -0.18 1.1838
H 2.079 2.246 -5.704 0.35 0.08 -0.16 0.5188
H 1.660 2.842 -4.140 -0.23 -0.35 0.34 -0.0144
H 0.573 1.751 -5.124 -0.23 -0.01 0.51 0.3626
H 2.216 -0.118 -4.955 -0.46 -0.11 -0.30 0.2509
H 4.277 1.063 -4.768 0.39 0.12 0.07 0.4848
H 4.060 -0.090 -3.374 0.39 -0.02 -0.01 -0.0018
H 4.815 1.047 -1.494 0.34 -0.43 -0.19 0.0924
H 4.337 2.659 -1.307 0.75 0.56 -0.05 0.3594
H 5.685 2.245 -2.511 -0.20 0.24 -0.15 0.3511
H 0.484 0.351 -3.530 -1.05 -0.33 0.19 -0.4345
H 1.411 0.983 -2.391 0.17 -0.02 0.22 -0.6979
C 8.686 7.281 -4.271 0.23 2.67 -0.42 -1.5737
C 7.812 6.130 -3.888 1.19 0.99 0.14 0.4553
C 6.355 6.469 -3.982 -1.23 -0.77 0.59 -0.6298
O 5.473 5.296 -3.888 -0.69 1.16 0.72 -0.1691
C 4.059 5.756 -3.829 1.04 -1.19 -1.10 -0.4654
N 8.192 5.104 -4.827 -0.41 -1.16 0.90 -0.6996
H 8.468 7.621 -5.283 0.27 -0.39 -0.50 0.3587
H 9.761 7.159 -4.138 -0.11 -0.82 -0.28 0.3318
H 8.554 8.234 -3.759 -0.64 -0.08 0.73 0.3974
H 8.135 6.004 -2.854 -0.35 -1.27 0.16 0.2434
H 6.204 6.930 -4.958 -0.34 0.40 -0.04 0.2949
H 6.080 7.097 -3.134 -0.04 0.56 -0.26 0.3397
H 3.828 6.009 -4.864 -0.21 0.94 0.15 0.3546
H 3.820 6.499 -3.068 0.54 0.35 -0.23 0.3529
H 3.355 4.941 -3.657 0.66 -0.60 0.36 -0.1419
H 7.450 4.434 -4.685 0.07 -0.83 -0.58 0.3179
H 8.061 5.493 -5.750 0.00 -0.03 -0.29 0.2948
C 4.800 -1.785 3.960 -1.35 -0.55 0.36 -1.2199
C 6.097 -2.519 4.276 -1.84 0.90 0.48 -0.1325
C 6.332 -3.795 3.475 0.89 0.62 0.19 -0.6189
O 5.464 -4.796 3.913 0.32 1.46 0.80 -0.3653
C 5.047 -5.713 2.983 -0.84 -0.10 -1.04 -0.4534
N 7.116 -1.539 4.116 2.78 -0.20 -0.20 -0.4164
H 4.711 -0.757 4.312 0.57 -0.08 0.71 0.4545
H 4.013 -2.348 4.463 -0.45 0.07 -0.34 0.4928
H 4.538 -1.612 2.916 0.28 -0.76 -0.33 -0.0898
H 6.105 -2.818 5.324 -0.57 -0.38 0.22 0.6683
H 7.358 -4.104 3.673 0.42 -0.11 -0.02 0.3528
H 6.284 -3.595 2.405 -0.38 -0.07 -0.24 0.2608
H 5.712 -6.575 2.933 -0.46 -0.50 0.36 0.3609
H 5.010 -5.343 1.958 0.23 0.51 -0.21 0.1877
H 3.992 -5.817 3.233 0.06 -1.31 -0.05 0.1027
H 7.906 -2.026 4.516 1.18 -0.12 -0.59 0.2895
H 7.094 -0.813 4.817 -1.04 0.45 -0.02 0.2424
```
Positions in Å, forces in eV/Å.

Results
LUMO   0.140 eV
HOMO level   -7.7 eV